Record 1
Entry from the OMol25 dataset: a cluster of 2 separate species, C2H2ClFO2 in total in a non-equilibrium geometry (ωB97M-V/def2-TZVPD).

The HOMO energy is -9.8 eV. As for the energy above the lowest of the compared OMol25 structures with the same formula, charge and spin: 235.92 kJ/mol. Its maximum force is 3.06 eV/Å. The value obtained for the total energy is -787.86549 Eh. Its gap between HOMO and LUMO is 9.97 eV. The calculation puts the LUMO energy at 0.19 eV.

The geometry in XYZ format:
```
8
C2H2ClFO2 | the OMol25 dataset | ωB97M-V/def2-TZVPD
C 1.749 0.326 -0.103
C -1.679 0.309 0.024
O 1.466 -0.993 0.070
O -1.501 -0.815 -0.245
F -2.903 0.830 -0.081
Cl 3.457 0.418 -0.010
H -1.105 1.187 0.292
H 0.518 -1.261 0.055
```


Record 2
Entry from the OMol25 dataset: the molecule C2H2ClI in a non-equilibrium geometry (ωB97M-V/def2-TZVPD).

The HOMO energy is -8.5 eV. As for the energy above the lowest of the compared OMol25 structures with the same formula, charge and spin: 153.87 kJ/mol. Its maximum force is 9.91 eV/Å. Its SMILES is Cl/C=C/I. The value obtained for the total energy is -835.18918 Eh. Its gap between HOMO and LUMO is 8.15 eV. The calculation puts the LUMO energy at -0.35 eV.

The geometry in XYZ format:
```
6
C2H2ClI | the OMol25 dataset | ωB97M-V/def2-TZVPD
Cl 0.061 2.141 0.303
C 0.068 0.456 0.502
C 0.158 -0.617 -0.700
I -0.104 -2.532 -0.168
H 0.383 0.236 1.538
H -0.284 -0.246 -1.533
```


Record 3
Entry from the OMol25 dataset: a cluster of 2 separate species, C2H2ClI in total in a non-equilibrium geometry (ωB97M-V/def2-TZVPD).

The HOMO energy is -9.8 eV. As for the energy above the lowest of the compared OMol25 structures with the same formula, charge and spin: 210.91 kJ/mol. Its maximum force is 4.12 eV/Å. Its SMILES is C#CCl.I. The value obtained for the total energy is -835.16745 Eh. Its gap between HOMO and LUMO is 10.04 eV. The calculation puts the LUMO energy at 0.20 eV.

The geometry in XYZ format:
```
6
C2H2ClI | the OMol25 dataset | ωB97M-V/def2-TZVPD
C 0.905 -0.162 0.726
C 0.837 -1.339 0.466
Cl 1.832 -2.523 -0.179
H 0.598 0.803 1.122
I 4.280 0.223 -0.084
H 4.157 -1.075 0.583
```


Record 4
Entry from the OMol25 dataset: a structure of composition C2H2ClIO2S in a non-equilibrium geometry (ωB97M-V/def2-TZVPD).

The HOMO energy (alpha / beta) is -9.3 / -9.7 eV. As for the energy above the lowest of the compared OMol25 structures with the same formula, charge and spin: 345.95 kJ/mol. Its maximum force is 8.09 eV/Å. The value obtained for the total energy is -1383.78151 Eh. Its gap between HOMO and LUMO (alpha / beta) is 8.22 / 7.98 eV. The calculation puts the LUMO energy (alpha / beta) at -1.10 / -1.74 eV.

The geometry in XYZ format:
```
9
C2H2ClIO2S | the OMol25 dataset | ωB97M-V/def2-TZVPD
C 1.587 0.801 -0.302
C -0.079 0.588 0.344
O -1.742 -0.912 1.367
O 0.241 -2.078 0.350
S -0.727 -1.062 0.328
Cl -1.624 -1.035 -1.568
I -1.451 2.072 0.185
H 1.930 1.846 -0.327
H 1.866 -0.219 -0.379
```


Record 5
Entry from the OMol25 dataset: a cluster of 2 separate species, C2H2ClN in total in a non-equilibrium geometry (ωB97M-V/def2-TZVPD).

The HOMO energy (alpha / beta) is -9.7 / -7.6 eV. As for the energy above the lowest of the compared OMol25 structures with the same formula, charge and spin: 626.45 kJ/mol. Its maximum force is 3.01 eV/Å. The value obtained for the total energy is -592.09000 Eh. Its gap between HOMO and LUMO (alpha / beta) is 9.98 / 6.71 eV. The calculation puts the LUMO energy (alpha / beta) at 0.23 / -0.89 eV.

The geometry in XYZ format:
```
6
C2H2ClN | the OMol25 dataset | ωB97M-V/def2-TZVPD
C 2.326 -0.878 -0.607
C -1.189 0.205 0.064
N -0.181 -0.430 0.259
Cl 2.734 0.194 0.492
H -2.148 -0.040 0.469
H -1.543 0.949 -0.676
```


Record 6
Entry from the OMol25 dataset: a structure of composition C2H2ClN3O in a non-equilibrium geometry (ωB97M-V/def2-TZVPD).

The HOMO energy is -9.9 eV. As for the energy above the lowest of the compared OMol25 structures with the same formula, charge and spin: 413.55 kJ/mol. Its maximum force is 5.34 eV/Å. The value obtained for the total energy is -776.93074 Eh. Its gap between HOMO and LUMO is 9.99 eV. The calculation puts the LUMO energy at 0.11 eV.

The geometry in XYZ format:
```
9
C2H2ClN3O | the OMol25 dataset | ωB97M-V/def2-TZVPD
C -0.724 -1.479 -0.077
C 0.619 0.050 -0.139
N 0.546 -1.270 -0.121
N -1.561 -0.539 0.001
N -0.605 0.605 -0.034
O 1.411 2.371 0.142
Cl 2.079 1.033 0.059
H -1.053 -2.462 0.054
H -0.712 1.694 0.115
```


Record 7
Entry from the OMol25 dataset: a cluster of 3 separate species, C2H2ClNO3 in total in a non-equilibrium geometry (ωB97M-V/def2-TZVPD).

The HOMO energy (alpha / beta) is -2.6 / -1.7 eV. As for the energy above the lowest of the compared OMol25 structures with the same formula, charge and spin: 321.82 kJ/mol. Its maximum force is 4.38 eV/Å. Its charge is -2. The value obtained for the total energy is -818.01690 Eh. Its gap between HOMO and LUMO (alpha / beta) is 6.61 / 5.88 eV. The calculation puts the LUMO energy (alpha / beta) at 4.00 / 4.18 eV.

The geometry in XYZ format:
```
9
C2H2ClNO3 | the OMol25 dataset | ωB97M-V/def2-TZVPD
C -0.513 -2.500 1.799
C -1.213 -1.968 0.584
N -0.960 -0.386 -1.923
O -1.552 -2.905 2.388
O -1.125 -1.176 -2.822
O 0.663 -2.537 2.081
Cl 8.136 15.299 -2.734
H -1.856 -1.118 0.735
H -1.581 -2.709 -0.107
```


Record 8
Entry from the OMol25 dataset: a cluster of 2 separate species, C2H2ClNO3 in total in a non-equilibrium geometry (ωB97M-V/def2-TZVPD).

The HOMO energy is -2.1 eV. As for the energy above the lowest of the compared OMol25 structures with the same formula, charge and spin: 214.16 kJ/mol. Its maximum force is 4.32 eV/Å. Its charge is -2. The value obtained for the total energy is -818.05790 Eh. Its gap between HOMO and LUMO is 7.30 eV. The calculation puts the LUMO energy at 5.17 eV.

The geometry in XYZ format:
```
9
C2H2ClNO3 | the OMol25 dataset | ωB97M-V/def2-TZVPD
C -0.589 0.697 0.558
C -0.541 -1.059 0.370
N -1.323 -1.941 1.449
O 0.426 1.111 1.123
O -2.480 -2.350 1.129
O -1.481 1.301 -0.044
Cl 4.095 -9.826 -2.110
H 0.526 -1.257 0.491
H -1.073 -0.949 -0.647
```